Version one
The following is a DFT calculation (ωB97M-V with the def2-TZVPD basis set) of the ion C5H10N3O2 with charge +1.

The structure (SMILES) is NC(N)=[N+]=CC/C(O)=C\O. The charge is +1. For the lowest unoccupied orbital energy (alpha / beta), the calculation gives -3.74 / -3.74 eV. As for the orbital gap (alpha / beta): 8.4 / 8.4 eV.

Last column: Löwdin charge in e.
Element x y z (Å)
O  3.010  -0.755  -0.722  0.044
O  0.868  1.984  0.088  0.010
N  -0.700  -0.386  0.352  0.150
N  -2.933  -1.027  -0.217  0.219
N  -2.298  1.174  -0.189  0.197
C  1.456  -0.862  1.090  -0.031
C  2.182  -0.028  -0.015  -0.377
C  -1.911  -0.113  0.003  -0.380
C  1.815  1.221  -0.458  -0.117
C  0.365  -1.040  0.158  -0.100
H  -1.705  2.049  -0.066  0.163
H  1.223  -0.388  2.047  0.139
H  2.862  -0.688  -1.739  0.188
H  -3.007  -1.905  0.216  0.114
H  0.539  -1.581  -0.845  0.192
H  2.360  1.565  -1.363  0.158
H  -3.188  1.321  -0.505  0.078
H  -3.745  -0.557  -0.182  0.058
H  0.685  1.670  1.070  0.178
H  2.121  -1.654  1.277  0.117


Version two
The following is a DFT calculation (ωB97M-V with the def2-TZVPD basis set) of the ion C5H10N3O2 with charge +1.

The structure (SMILES) is CN1C[N@H+](C)C=C1[N+](=O)[O-]. The charge is +1. For the lowest unoccupied orbital energy, the calculation gives -4.60 eV. As for the orbital gap: 8.6 eV.

Last column: Löwdin charge in e.
Element x y z (Å)
O  -0.589  -0.399  -3.211  0.133
O  0.431  1.473  -2.913  0.169
N  -0.061  0.469  -2.546  -0.354
N  -1.165  -0.460  0.876  -0.103
N  0.580  0.837  -0.121  -0.058
C  -0.176  0.247  -1.114  -0.064
C  -1.362  -0.387  -0.573  0.076
C  1.961  1.294  -0.179  0.014
C  -0.789  -1.791  1.322  -0.006
C  0.005  0.467  1.147  -0.043
H  2.764  0.658  -0.083  0.077
H  -0.322  1.383  1.611  0.154
H  -2.024  -0.187  1.252  0.166
H  -2.195  -0.794  -1.006  0.106
H  -1.666  -2.540  1.014  0.172
H  2.143  1.841  -1.123  0.119
H  0.170  -2.058  0.837  0.125
H  2.114  1.912  0.594  0.060
H  -0.485  -1.908  2.344  0.099
H  0.664  -0.054  1.869  0.157


Version three
The following is a DFT calculation (ωB97M-V with the def2-TZVPD basis set) of the ion C5H10N3O2 with charge +1.

The charge is +1. For the lowest unoccupied orbital energy, the calculation gives -5.85 eV. As for the orbital gap: 7.8 eV.

Last column: Löwdin charge in e.
Element x y z (Å)
O  -2.947  0.692  -0.199  0.058
O  -2.212  -2.534  0.291  0.122
N  -2.091  -1.389  0.112  -0.089
N  -1.807  2.516  -0.149  0.167
N  -3.100  -0.627  0.110  0.070
C  -1.668  1.161  -0.235  -0.340
C  1.102  -0.797  1.254  -0.035
C  0.824  -0.051  -0.016  -0.386
C  1.275  -0.773  -1.319  -0.049
C  -0.578  0.390  -0.141  0.259
H  0.994  -1.760  1.124  0.032
H  0.550  -0.557  2.104  0.078
H  -1.140  3.256  -0.351  0.135
H  -4.109  -0.836  0.238  0.231
H  -2.662  2.876  0.317  0.150
H  2.418  -0.607  -1.529  0.122
H  0.745  -0.257  -2.184  0.102
H  1.270  -1.863  -1.342  0.082
H  2.159  -0.551  1.473  0.120
H  1.440  0.853  0.007  0.170


Q: Which of them is the least stable? A: version three.


Version one
The following is a DFT calculation (ωB97M-V with the def2-TZVPD basis set) of the ion C4H4NO with charge +1.

The structure (SMILES) is [NH+]#C/C=C\C=O. The charge is +1. For the lowest unoccupied orbital energy, the calculation gives -6.36 eV. As for the orbital gap: 8.5 eV.

Last column: Löwdin charge in e.
Element x y z (Å)
O  -2.482  0.973  -0.091  0.159
N  1.927  1.323  0.090  0.407
C  1.300  0.348  0.012  0.004
C  0.565  -0.715  -0.297  -0.047
C  -0.765  -0.725  -0.287  0.025
C  -1.649  0.208  0.304  -0.257
H  1.008  -1.721  -0.611  0.190
H  -1.387  0.011  1.444  0.187
H  -1.249  -1.614  -0.733  0.172
H  2.732  1.912  0.170  0.162


Version two
The following is a DFT calculation (ωB97M-V with the def2-TZVPD basis set) of the ion C4H4NO with charge +1.

The structure (SMILES) is C=C=[N+]=CC=O. The charge is +1. For the lowest unoccupied orbital energy, the calculation gives -6.84 eV. As for the orbital gap: 9.3 eV.

Last column: Löwdin charge in e.
Element x y z (Å)
O  -0.866  1.293  0.002  0.141
N  0.073  -1.043  -0.003  0.179
C  0.933  -0.147  -0.002  -0.028
C  -1.690  0.428  -0.003  -0.115
C  -1.186  -1.005  0.005  0.067
C  2.096  0.417  0.002  0.207
H  3.032  -0.138  -0.026  0.127
H  -2.771  0.589  -0.020  0.154
H  -1.805  -1.890  0.020  0.150
H  2.186  1.496  0.025  0.119


Version three
The following is a DFT calculation (ωB97M-V with the def2-TZVPD basis set) of the ion C4H4NO with charge +1.

The charge is +1. For the lowest unoccupied orbital energy (alpha / beta), the calculation gives -7.67 / -7.81 eV. As for the orbital gap (alpha / beta): 7.4 / 7.4 eV.

Last column: Löwdin charge in e.
Element x y z (Å)
O  -3.152  0.559  -0.003  -0.017
N  -3.689  -0.489  0.015  0.328
C  0.156  -0.797  0.041  0.132
C  -1.980  1.077  -0.018  0.120
C  -1.458  -1.470  -0.120  0.226
C  -1.142  -0.127  0.098  -0.210
H  -2.518  -1.622  -0.175  0.043
H  0.759  -0.819  -0.939  0.149
H  -1.859  2.136  -0.226  0.172
H  0.633  -1.142  0.848  0.055


Q: Which of them is the least stable? A: version three.


Version one
The following is a DFT calculation (ωB97M-V with the def2-TZVPD basis set) of a cluster of 14 separate species, C6H39NO14 in total.

For the lowest unoccupied orbital energy, the calculation gives 0.11 eV. As for the orbital gap: 9.8 eV.

Last column: Löwdin charge in e.
Element x y z (Å)
O  4.163  0.721  0.019  -0.052
O  3.407  0.474  -3.480  -0.049
O  -1.551  -3.276  0.816  -0.110
O  2.776  -1.539  2.078  -0.108
O  0.492  3.389  -1.490  -0.061
O  -0.309  4.147  1.757  -0.122
O  2.964  -2.064  -0.398  -0.125
O  -1.048  -4.270  -2.414  -0.034
O  0.594  -0.117  3.704  0.005
O  -2.160  2.721  -0.226  -0.125
O  -3.020  -2.770  -1.087  -0.100
O  -2.993  -0.114  -1.015  -0.142
O  -3.324  0.847  1.317  0.083
O  -1.739  -1.478  2.822  -0.022
N  -0.436  0.338  -1.699  -0.142
C  0.379  -0.511  -0.848  -0.213
C  1.278  1.642  2.242  -0.152
C  0.342  1.012  3.281  -0.185
C  -0.078  -0.034  -3.090  -0.062
C  0.372  0.068  0.650  -0.144
C  0.900  1.558  0.778  -0.170
H  -4.126  1.053  1.548  -0.005
H  -0.295  -1.066  -3.268  0.078
H  -0.694  4.416  0.853  0.053
H  -1.892  2.209  -1.099  0.083
H  0.071  2.194  0.340  0.070
H  2.991  -0.421  -3.649  0.074
H  3.609  0.487  -0.723  -0.008
H  -2.223  -3.320  -1.325  0.027
H  2.247  1.251  2.401  0.091
H  1.724  1.568  0.121  0.076
H  -0.075  -1.535  -0.887  0.112
H  -2.237  -2.861  1.452  0.069
H  -3.132  0.549  0.538  -0.114
H  1.458  -0.546  -1.190  0.095
H  0.348  3.632  -2.466  0.112
H  2.732  0.993  -3.113  -0.030
H  -0.679  0.051  0.879  0.074
H  -0.916  -2.540  0.681  0.023
H  -1.131  3.599  2.072  0.093
H  1.347  2.742  2.530  0.123
H  3.578  0.378  0.726  0.012
H  0.960  0.335  -3.237  0.065
H  0.922  -0.703  1.310  0.106
H  0.031  4.023  -0.969  0.006
H  2.167  -1.259  2.859  0.090
H  -2.590  1.997  0.325  0.004
H  -0.606  0.459  -3.848  0.065
H  -3.457  -3.003  -0.262  0.049
H  -2.383  -0.896  2.472  0.000
H  2.727  -1.693  0.480  -0.042
H  -1.991  -0.045  -1.290  0.025
H  -0.341  -3.654  -2.707  0.066
H  -1.775  -1.305  3.747  0.044
H  3.962  -2.228  -0.481  0.091
H  3.180  -2.370  2.461  0.107
H  -0.607  1.382  3.517  0.106
H  -0.194  1.345  -1.556  0.081
H  -0.558  -4.864  -1.862  0.048
H  -3.161  -1.100  -1.102  0.016


Version two
The following is a DFT calculation (ωB97M-V with the def2-TZVPD basis set) of a cluster of 14 separate species, C6H39NO14 in total.

For the lowest unoccupied orbital energy, the calculation gives 0.10 eV. As for the orbital gap: 9.6 eV.

Last column: Löwdin charge in e.
Element x y z (Å)
O  0.814  -1.899  0.415  0.004
O  0.747  3.823  1.027  -0.061
O  -2.937  2.790  0.616  -0.075
O  -0.563  -0.796  4.775  -0.061
O  2.284  -1.655  4.629  -0.040
O  1.038  -2.724  -3.460  -0.066
O  0.500  2.814  3.655  -0.045
O  -1.071  1.611  -3.456  -0.055
O  -2.529  1.658  3.088  -0.086
O  -0.743  2.786  -1.072  -0.094
O  -1.130  -0.909  -3.049  -0.087
O  -1.789  -3.710  -3.344  -0.061
O  2.882  0.871  3.569  -0.095
O  2.112  -3.700  -1.056  -0.065
N  -1.110  -0.902  -0.207  -0.108
C  3.114  0.622  -1.847  -0.090
C  0.237  -0.903  -0.037  -0.412
C  -1.854  -1.945  0.486  -0.018
C  -1.895  0.163  -0.816  -0.035
C  1.687  0.081  -1.788  -0.216
C  1.052  0.318  -0.427  -0.074
H  -0.588  1.874  -1.319  -0.022
H  -2.861  0.155  -0.316  0.105
H  2.211  1.434  3.969  -0.009
H  -1.724  0.897  -3.483  0.037
H  2.970  -3.455  -0.679  0.070
H  3.756  0.361  -2.688  0.072
H  -1.256  -0.616  4.125  0.031
H  1.195  2.987  0.808  0.043
H  0.345  3.378  2.904  -0.011
H  1.730  0.619  0.362  0.131
H  -0.795  -0.423  5.655  0.069
H  3.662  0.216  -0.988  0.080
H  1.193  0.591  -2.624  0.089
H  2.642  0.116  4.148  -0.009
H  1.505  -3.158  -2.685  0.042
H  0.376  1.166  -0.407  0.066
H  -2.674  1.837  2.140  -0.012
H  -0.325  2.622  4.088  0.011
H  1.344  -3.171  -4.240  0.058
H  1.419  -3.083  -0.767  0.002
H  1.330  -1.732  4.837  0.036
H  -0.300  1.088  -3.714  0.033
H  -1.863  -4.617  -3.006  0.061
H  3.230  1.702  -1.746  0.077
H  -0.823  -3.613  -3.394  0.007
H  -2.131  -0.123  -1.837  0.066
H  2.502  -1.937  3.777  0.014
H  -0.227  -1.140  -3.124  -0.008
H  -1.443  1.137  -0.748  0.030
H  0.236  4.139  0.260  0.038
H  -1.227  -2.827  0.543  0.091
H  -2.356  -1.478  1.329  0.095
H  -2.658  -2.336  -0.152  0.091
H  -1.556  -1.799  -2.954  0.062
H  -2.331  2.747  -0.163  0.022
H  -0.653  3.243  -1.913  0.082
H  -3.038  3.726  0.854  0.068
H  -3.296  2.026  3.584  0.056
H  1.632  -0.950  -2.135  0.078


Q: Which of them is the least stable? A: version one.


Version one
The following is a DFT calculation (ωB97M-V with the def2-TZVPD basis set) of the ion C4H8N3 with charge +1.

The structure (SMILES) is C[N@@H+]1CN2CC2=N1. The charge is +1. For the lowest unoccupied orbital energy, the calculation gives -3.89 eV. As for the orbital gap: 11.1 eV.

Last column: Löwdin charge in e.
Element x y z (Å)
N  -0.436  -1.560  -0.303  0.171
N  0.614  -0.522  -0.426  -0.093
N  -1.275  0.436  0.411  -0.004
C  -0.196  0.792  -0.444  -0.085
C  -2.606  -0.067  0.096  0.037
C  -1.473  -0.941  0.121  -0.216
C  1.737  -0.472  0.635  0.052
H  2.244  -1.480  0.769  0.131
H  1.273  -0.120  1.496  0.068
H  -0.521  1.225  -1.425  0.165
H  1.057  -0.654  -1.352  0.188
H  -3.011  -0.041  -0.879  0.120
H  2.449  0.316  0.196  0.135
H  -3.263  -0.280  1.060  0.189
H  0.253  1.589  0.152  0.140


Version two
The following is a DFT calculation (ωB97M-V with the def2-TZVPD basis set) of a cluster of 2 separate species, C4H8N3 in total.

The charge is +1. For the lowest unoccupied orbital energy, the calculation gives -4.21 eV. As for the orbital gap: 11.3 eV.

Last column: Löwdin charge in e.
Element x y z (Å)
N  -0.454  -0.667  0.137  -0.084
N  -2.390  0.339  -0.093  0.126
N  -1.377  1.271  -0.143  0.106
C  -1.828  -0.825  0.060  -0.047
C  1.745  1.502  -0.230  0.183
C  -0.254  0.623  -0.009  -0.078
C  0.503  -1.656  0.338  0.004
H  -2.418  -1.723  -0.014  0.155
H  2.267  1.094  0.653  0.045
H  0.444  -2.427  -0.531  0.162
H  0.241  -2.224  1.157  0.086
H  1.524  2.593  -0.098  0.054
H  1.407  -1.204  0.488  0.064
H  1.884  1.117  -1.312  0.087
H  -1.294  2.186  -0.403  0.138


Version three
The following is a DFT calculation (ωB97M-V with the def2-TZVPD basis set) of a cluster of 2 separate species, C4H8N3 in total.

The charge is +1. For the lowest unoccupied orbital energy, the calculation gives -6.60 eV. As for the orbital gap: 4.1 eV.

Last column: Löwdin charge in e.
Element x y z (Å)
N  2.772  0.754  0.300  -0.023
N  -1.924  -0.839  -1.201  0.339
N  -2.775  -0.377  -0.518  0.033
C  1.898  0.447  1.222  -0.171
C  0.964  -0.073  0.370  -0.119
C  -3.553  -0.044  0.399  0.197
C  1.884  0.209  -0.833  -0.120
H  0.044  -0.533  0.370  -0.010
H  2.019  0.476  2.297  0.122
H  -3.202  0.549  1.213  0.134
H  -1.535  -1.728  -1.325  0.145
H  3.733  0.689  0.411  0.105
H  -4.594  0.015  0.190  0.127
H  1.800  1.086  -1.461  0.093
H  2.469  -0.631  -1.434  0.148


Q: Which of them is the least stable? A: version three.